1.
This record from OMol25 describes 2 unconnected molecules or ions with the total composition C6H10N. The level of theory is ωB97M-V/def2-TZVPD.

The LUMO energy (alpha / beta) comes out at -3.722 / -6.554 eV. The calculation puts the HOMO-LUMO gap (alpha / beta) at 7.9515 / 6.5180 eV. Its spin multiplicity is 3. Its HOMO energy (alpha / beta) is -11.674 / -13.072 eV. The value obtained for the relative energy (zero: lowest compared OMol25 entry of this formula, charge and spin) is 148.2 kcal/mol. The net charge is +1.

Last column: Mulliken charge in e.
Positions of all 17 atoms, in Å:
C: -0.562 -1.919 -0.472  -0.67
C: 0.484 -0.971 -0.437  0.53
C: 1.719 -0.585 -0.709  0.10
C: -0.824 -0.553 0.091  -0.19
C: 2.564 0.247 0.182  -1.02
C: -1.856 0.920 -1.234  -0.87
N: -1.399 -0.366 1.510  -0.27
H: 2.093 -0.650 -1.751  0.33
H: 2.186 0.026 1.156  0.30
H: 2.351 1.396 0.064  0.26
H: 3.672 0.156 0.061  0.35
H: -2.746 1.076 -0.630  0.39
H: -1.716 0.342 -2.137  0.31
H: -1.312 1.892 -1.246  0.30
H: -1.432 -1.347 1.883  0.41
H: -2.285 0.017 1.408  0.35
H: -0.937 0.318 2.261  0.39


2.
This record from OMol25 describes a single C6H10N2 molecule. The level of theory is ωB97M-V/def2-TZVPD.

The LUMO energy comes out at 0.877 eV. The calculation puts the HOMO-LUMO gap at 9.1644 eV. As for the SMILES: C1NC12C[C@H]1N[C@@H]1C2. Its HOMO energy is -8.287 eV. The value obtained for the relative energy (zero: lowest compared OMol25 entry of this formula, charge and spin) is 202.2 kcal/mol.

Last column: Mulliken charge in e.
Positions of all 18 atoms, in Å:
C: 2.100 0.104 0.456  -0.84
N: 1.892 -0.396 -0.914  -0.65
C: 0.733 0.178 0.030  0.70
C: -0.075 -1.218 0.321  -0.62
C: -1.309 -0.893 -0.475  -0.46
N: -2.693 -0.159 -0.313  -0.58
C: -1.477 0.463 0.257  0.20
C: -0.421 1.365 -0.302  -0.54
H: 2.569 0.975 0.748  0.31
H: 2.827 -0.590 1.025  0.23
H: 2.334 0.364 -1.355  0.21
H: -0.285 -1.366 1.473  0.21
H: 0.815 -1.917 -0.234  0.40
H: -1.020 -0.874 -1.476  0.32
H: -3.383 -0.463 0.496  0.31
H: -1.840 0.624 1.442  0.21
H: -0.550 1.362 -1.417  0.30
H: -0.216 2.441 0.240  0.28


3.
This record from OMol25 describes 2 unconnected molecules or ions with the total composition C6H10N2. The level of theory is ωB97M-V/def2-TZVPD.

The LUMO energy comes out at 0.706 eV. The calculation puts the HOMO-LUMO gap at 8.8315 eV. Its HOMO energy is -8.126 eV. The value obtained for the relative energy (zero: lowest compared OMol25 entry of this formula, charge and spin) is 146.4 kcal/mol.

Last column: Mulliken charge in e.
Positions of all 18 atoms, in Å:
C: 1.210 -0.470 -1.758  -0.17
C: 1.409 0.121 -0.719  -0.37
C: -1.712 -0.399 -0.555  0.10
C: -1.532 -1.241 0.654  -0.75
C: 2.122 0.758 1.677  -0.97
C: 1.365 1.100 0.335  -0.24
N: -2.445 -0.207 -1.459  0.70
N: -3.122 0.387 -2.247  -1.05
H: 1.226 -1.358 -2.261  0.37
H: -2.251 -2.162 0.675  0.28
H: -0.506 -1.704 0.586  0.25
H: -1.359 -0.657 1.577  0.27
H: 2.153 1.658 2.351  0.31
H: 3.190 0.500 1.556  0.31
H: 1.533 0.000 2.321  0.22
H: 1.606 2.067 -0.139  0.36
H: 0.322 1.258 0.605  0.19
H: -3.211 0.352 -3.198  0.21


4.
This record from OMol25 describes a molecular structure, C6H10N2. The level of theory is ωB97M-V/def2-TZVPD.

The LUMO energy comes out at 0.988 eV. The calculation puts the HOMO-LUMO gap at 10.3457 eV. Its HOMO energy is -9.358 eV. The value obtained for the relative energy (zero: lowest compared OMol25 entry of this formula, charge and spin) is 154.8 kcal/mol.

Last column: Mulliken charge in e.
Positions of all 18 atoms, in Å:
C: -2.039 -0.574 -0.088  -0.82
C: 0.058 0.776 -0.924  -0.22
C: 0.756 1.424 0.271  -1.02
C: -0.149 0.346 1.027  -0.02
C: 0.709 -0.888 0.524  -0.41
C: 0.965 -0.484 -0.845  0.03
H: -1.628 -1.603 0.077  0.25
H: -2.807 -0.350 0.672  0.33
H: -2.519 -0.420 -1.180  0.31
H: -0.162 1.281 -1.874  0.43
H: 1.808 1.671 0.393  0.34
H: 0.406 2.371 0.529  0.48
H: -0.566 0.316 2.155  0.32
H: 0.782 -1.944 1.056  0.32
H: 2.748 -1.006 -0.119  0.21
H: 0.696 -1.344 -1.513  0.40
N: -1.255 0.654 -0.147  -0.31
N: 2.197 -0.226 -0.016  -0.62


5.
This record from OMol25 describes 2 unconnected molecules or ions with the total composition C6H10N2. The level of theory is ωB97M-V/def2-TZVPD.

The LUMO energy comes out at 0.683 eV. The calculation puts the HOMO-LUMO gap at 8.6965 eV. As for the SMILES: CCC=C=N.CC#N. Its HOMO energy is -8.013 eV. The value obtained for the relative energy (zero: lowest compared OMol25 entry of this formula, charge and spin) is 86.8 kcal/mol.

Last column: Mulliken charge in e.
Positions of all 18 atoms, in Å:
C: 2.470 0.220 -1.267  -1.09
C: 1.027 0.423 -0.598  -0.25
C: 0.192 -0.883 -0.554  -0.74
C: -0.162 -1.272 0.640  0.48
N: -0.288 -1.743 1.752  -0.60
H: 2.803 1.254 -1.609  0.31
H: 3.145 -0.145 -0.457  0.27
H: 2.334 -0.615 -1.910  0.34
H: 0.399 1.210 -1.169  0.25
H: 0.962 0.723 0.465  0.32
H: -0.026 -1.400 -1.453  0.43
H: -1.029 -1.515 2.469  0.28
C: -1.960 0.854 1.054  -0.97
C: -2.128 0.194 -0.172  0.71
N: -2.172 -0.288 -1.245  -0.55
H: -1.607 0.188 1.818  0.16
H: -1.192 1.533 0.742  0.25
H: -2.770 1.264 1.491  0.39


6.
This record from OMol25 describes a molecular structure, C6H10N2. The level of theory is ωB97M-V/def2-TZVPD.

The LUMO energy comes out at 1.039 eV. The calculation puts the HOMO-LUMO gap at 9.6391 eV. Its HOMO energy is -8.600 eV. The value obtained for the relative energy (zero: lowest compared OMol25 entry of this formula, charge and spin) is 130.3 kcal/mol.

Last column: Mulliken charge in e.
Positions of all 18 atoms, in Å:
C: 0.377 1.429 -1.575  -0.73
C: 0.252 -0.245 -0.046  1.44
C: 0.164 -1.803 0.451  -0.68
C: -1.128 -0.270 0.559  -0.89
C: 0.952 0.667 0.878  -1.33
C: 1.433 1.518 1.574  0.15
H: 0.227 1.675 -2.808  0.29
H: -0.477 1.864 -0.935  0.26
H: 1.327 1.903 -1.229  0.27
H: -0.137 -0.569 -2.082  0.31
H: 0.508 -2.219 1.511  0.25
H: 0.752 -2.528 -0.280  0.28
H: -1.995 -2.189 0.895  0.23
H: -0.984 0.148 1.578  0.32
H: -2.162 0.170 0.164  0.31
H: 1.663 2.251 2.378  0.41
N: 0.499 -0.108 -1.435  -0.51
N: -1.268 -1.695 0.403  -0.38


7.
This record from OMol25 describes 2 unconnected molecules or ions with the total composition C6H10N2. The level of theory is ωB97M-V/def2-TZVPD.

The LUMO energy comes out at 0.640 eV. The calculation puts the HOMO-LUMO gap at 9.9348 eV. As for the SMILES: c1ccncc1.CN. Its HOMO energy is -9.294 eV. The value obtained for the relative energy (zero: lowest compared OMol25 entry of this formula, charge and spin) is 51.5 kcal/mol.

Last column: Mulliken charge in e.
Positions of all 18 atoms, in Å:
C: 2.282 0.309 0.798  -0.27
C: 1.432 1.367 0.270  -0.48
C: 0.697 1.118 -0.837  -0.08
N: 0.488 -0.069 -1.414  -0.58
C: 1.186 -1.088 -0.820  -0.25
C: 2.076 -0.910 0.169  -0.20
H: 2.996 0.341 1.519  0.52
H: 1.689 2.465 0.524  0.29
H: -0.023 1.810 -1.278  0.40
H: 1.138 -2.038 -1.339  0.39
H: 2.907 -1.674 0.378  0.23
C: -2.369 -0.384 0.845  -0.57
N: -2.373 0.468 -0.438  -0.56
H: -3.389 -0.672 1.444  0.27
H: -2.044 -1.482 0.591  0.19
H: -1.589 0.076 1.562  0.19
H: -1.780 0.106 -1.123  0.26
H: -3.326 0.256 -0.852  0.25


8.
This record from OMol25 describes a single C6H10N2 molecule. The level of theory is ωB97M-V/def2-TZVPD.

The LUMO energy comes out at 0.939 eV. The calculation puts the HOMO-LUMO gap at 9.0329 eV. As for the SMILES: C=N/C(N)=C\C(=C)C. Its HOMO energy is -8.094 eV. The value obtained for the relative energy (zero: lowest compared OMol25 entry of this formula, charge and spin) is 56.6 kcal/mol.

Last column: Mulliken charge in e.
Positions of all 18 atoms, in Å:
C: -0.151 -0.463 2.262  -0.42
N: 0.132 0.185 1.216  -0.32
C: 1.196 -0.120 0.362  0.46
N: 2.407 -0.542 0.912  -0.53
C: 0.791 -0.179 -0.914  -0.87
C: -0.758 0.089 -0.961  0.90
C: -1.639 -0.885 -1.190  -0.94
C: -1.097 1.541 -1.163  -1.20
H: 0.419 -1.329 2.611  0.29
H: -0.985 -0.121 2.861  0.28
H: 3.153 -0.589 0.232  0.23
H: 2.670 -0.038 1.747  0.25
H: 1.360 -0.674 -1.687  0.35
H: -1.369 -1.925 -1.095  0.31
H: -2.630 -0.674 -1.562  0.27
H: -2.169 1.687 -1.205  0.39
H: -0.687 2.126 -0.340  0.30
H: -0.645 1.912 -2.086  0.26


What is the formula in the sixth record?
C6H10N2


Which of these has the highest relative energy (zero: lowest compared OMol25 entry of this formula, charge and spin)?
number 2


Number 8 is which compound?
C6H10N2